[1]
{"formula": "C25H50F15Mg3O25S5", "method": "ωB97M-V with the def2-TZVPD basis set", "total_charge": 1, "e_tot_ev": -189159.0023, "relative_energy_kcal_mol": 603.5, "species": ["S", "S", "S", "S", "S", "Mg", "Mg", "Mg", "F", "F", "F", "F", "F", "F", "F", "F", "F", "F", "F", "F", "F", "F", "F", "O", "O", "O", "O", "O", "O", "O", "O", "O", "O", "O", "O", "O", "O", "O", "O", "O", "O", "O", "O", "O", "O", "O", "O", "O", "C", "C", "C", "C", "C", "C", "C", "C", "C", "C", "C", "C", "C", "C", "C", "C", "C", "C", "C", "C", "C", "C", "C", "C", "C", "H", "H", "H", "H", "H", "H", "H", "H", "H", "H", "H", "H", "H", "H", "H", "H", "H", "H", "H", "H", "H", "H", "H", "H", "H", "H", "H", "H", "H", "H", "H", "H", "H", "H", "H", "H", "H", "H", "H", "H", "H", "H", "H", "H", "H", "H", "H", "H", "H", "H"], "xyz": [[6.93, -0.69, -2.90], [-1.56, -1.03, -1.29], [2.02, -7.38, -4.97], [-6.89, 6.73, 0.08], [-6.07, -7.25, 2.85], [2.14, -1.77, -5.63], [-2.53, -6.72, -1.59], [-4.62, -1.77, -5.83], [-0.75, -0.10, 1.06], [-7.44, -6.57, 5.02], [-5.92, -4.99, 4.41], [3.94, -8.03, -3.21], [4.45, -8.37, -5.36], [-4.25, 6.58, 0.77], [7.73, -2.81, -1.29], [-1.83, 1.37, -0.09], [-4.61, 7.74, -0.99], [3.10, -9.76, -4.25], [8.01, -0.86, -0.32], [-2.82, -0.27, 0.88], [-7.81, -5.27, 3.24], [6.07, -1.63, -0.61], [-5.18, 8.63, 0.84], [-6.76, 5.28, 0.24], [-7.46, 7.16, -1.22], [0.60, -7.00, 1.88], [-5.10, -8.02, 3.60], [-7.09, -0.06, -3.99], [3.08, -6.79, 3.78], [-5.42, -6.58, 1.71], [-1.77, -2.42, -0.90], [3.71, -1.43, -8.24], [-7.54, 7.37, 1.29], [6.93, 0.77, -2.68], [-7.20, -8.08, 2.33], [4.61, 6.32, 1.94], [5.58, -1.21, -3.35], [0.96, -7.49, -3.95], [-1.83, 4.78, 9.02], [-2.66, -0.67, -2.18], [4.57, 3.64, 3.37], [2.43, -5.96, -5.02], [8.06, -1.10, -3.72], [-0.27, -0.88, -1.98], [-5.76, 1.46, -5.69], [2.82, 0.74, -7.15], [-1.09, 6.78, 11.11], [1.67, -7.96, -6.22], [-2.15, 4.17, 7.81], [-0.59, 6.74, 9.76], [3.64, 0.99, -8.28], [2.16, -5.77, 3.40], [-4.90, 2.45, -6.35], [0.73, -6.30, 3.07], [-6.85, -5.87, 4.00], [-0.56, 5.44, 8.99], [-0.68, 7.92, 11.89], [1.06, -8.32, 1.87], [-1.74, 0.06, 0.19], [3.62, -0.26, -9.08], [3.72, -2.63, -8.98], [4.14, 3.86, 2.01], [2.55, 2.00, -6.49], [-6.60, 2.13, -4.75], [4.92, 6.71, 3.32], [-7.66, 1.12, -4.48], [-7.59, -0.40, -2.71], [3.49, -8.50, -4.44], [4.44, -6.32, 3.75], [4.18, 2.47, 3.99], [-5.14, 7.48, 0.20], [4.99, 5.02, 1.50], [7.26, -1.53, -1.11], [-5.99, 2.25, -3.85], [-8.40, 1.68, -3.90], [4.85, 7.78, 3.52], [-1.19, 7.86, 12.86], [5.16, -7.06, 4.09], [3.54, 2.42, -6.30], [-4.29, 2.03, -7.15], [0.37, 7.88, 12.18], [3.06, 3.98, 1.88], [5.96, 6.43, 3.48], [2.75, -2.89, -9.40], [-3.17, 3.77, 7.77], [2.10, -4.96, 4.13], [2.71, -0.34, -9.67], [-8.22, 0.92, -5.40], [-7.11, 3.02, -5.11], [-7.29, 0.32, -1.94], [0.11, 4.74, 9.49], [4.39, -2.47, -9.82], [-1.42, 3.45, 7.45], [-0.26, 5.60, 7.95], [6.03, 4.74, 1.68], [4.10, -3.54, -8.51], [-1.25, 7.41, 9.21], [4.19, 1.55, 3.41], [4.31, 6.16, 4.03], [0.39, 7.20, 9.70], [4.76, 2.44, 4.91], [-2.10, 4.85, 6.96], [-5.50, 3.20, -6.88], [4.51, -0.24, -9.71], [4.71, -6.02, 2.74], [2.41, -5.31, 2.44], [3.41, 1.92, -8.82], [4.92, 5.19, 0.43], [1.95, 2.60, -7.18], [1.55, -8.61, 2.80], [1.93, 1.90, -5.60], [0.46, -7.02, 3.83], [-0.90, 8.85, 11.37], [1.77, -8.43, 1.05], [-8.67, -0.58, -2.65], [4.69, 1.18, -8.03], [-0.01, -5.50, 3.01], [3.14, 2.58, 4.32], [0.28, -9.05, 1.63], [4.54, -5.43, 4.37], [4.39, 2.87, 1.62], [-7.11, -1.35, -2.48], [-4.17, 2.96, -5.73]], "lowdin_charge": [0.57, 0.47, 0.46, 0.62, 0.55, 1.40, 1.19, 0.98, 0.15, 0.11, 0.14, 0.07, 0.13, 0.09, 0.10, 0.15, 0.13, 0.15, 0.21, 0.14, 0.11, 0.15, 0.16, -0.21, -0.22, -0.20, -0.23, -0.22, -0.19, -0.28, -0.34, -0.24, -0.20, -0.29, -0.23, -0.19, -0.33, -0.38, -0.15, -0.35, -0.22, -0.38, -0.27, -0.34, -0.25, -0.27, -0.18, -0.30, -0.14, -0.19, -0.20, -0.19, -0.08, -0.21, -0.54, -0.18, -0.09, -0.11, -0.68, -0.18, -0.11, -0.16, -0.06, -0.20, -0.07, -0.24, -0.09, -0.60, -0.09, -0.14, -0.61, -0.20, -0.67, 0.14, 0.14, 0.08, 0.09, 0.09, 0.11, 0.07, 0.08, 0.12, 0.08, 0.09, 0.09, 0.12, 0.14, 0.13, 0.14, 0.10, 0.13, 0.10, 0.09, 0.12, 0.12, 0.10, 0.13, 0.08, 0.07, 0.12, 0.09, 0.08, 0.09, 0.14, 0.08, 0.12, 0.14, 0.12, 0.10, 0.09, 0.09, 0.12, 0.09, 0.09, 0.10, 0.14, 0.13, 0.08, 0.08, 0.08, 0.12, 0.08, 0.09]}

[2]
{"formula": "C9H10N2O2S", "method": "ωB97M-V with the def2-TZVPD basis set", "e_tot_ev": -27399.8705, "relative_energy_kcal_mol": 151.1, "species": ["S", "O", "O", "N", "N", "C", "C", "C", "C", "C", "C", "C", "C", "C", "H", "H", "H", "H", "H", "H", "H", "H", "H", "H"], "xyz": [[-2.44, 0.13, -1.03], [-3.73, -0.13, -0.40], [-2.46, 0.04, -2.45], [-2.26, -3.24, 0.45], [0.66, 0.26, -1.18], [-1.33, -0.10, 2.56], [0.17, -0.89, -0.64], [1.08, -2.02, -0.62], [-1.73, -2.27, 0.19], [1.89, 0.39, -1.52], [2.33, -1.95, -1.05], [-1.76, 1.77, -0.72], [-1.19, -1.00, -0.15], [2.80, -0.67, -1.47], [-1.75, 1.97, 0.26], [2.13, 1.45, -1.84], [3.90, -0.62, -1.55], [0.67, -3.05, -0.31], [-2.42, 2.57, -1.13], [-1.80, -1.00, 2.81], [-0.75, 1.65, -1.09], [-0.28, -0.31, 2.63], [-1.81, 0.78, 2.14], [3.03, -2.76, -0.96]], "nbo_charge": [2.13, -0.92, -0.91, -0.24, -0.44, -0.44, 0.13, -0.20, 0.20, 0.04, -0.19, -0.87, -0.29, -0.21, 0.22, 0.21, 0.23, 0.23, 0.26, 0.18, 0.29, 0.17, 0.19, 0.23]}

[3]
{"formula": "ClMg3", "method": "ωB97M-V with the def2-TZVPD basis set", "total_charge": 5, "e_tot_ev": -28780.4881, "relative_energy_kcal_mol": 115.1, "species": ["Cl", "Mg", "Mg", "Mg"], "xyz": [[13.74, 23.41, -32.11], [12.05, 21.61, -31.54], [15.45, 23.94, -33.80], [13.20, 25.01, -30.72]], "nbo_charge": [-0.91, 1.98, 1.98, 1.95]}

[4]
{"formula": "C14H44N2O8", "method": "ωB97M-V with the def2-TZVPD basis set", "e_tot_ev": -34586.8638, "relative_energy_kcal_mol": 54.0, "species": ["O", "O", "O", "O", "O", "O", "O", "O", "N", "N", "C", "C", "C", "C", "C", "C", "C", "C", "C", "C", "C", "C", "C", "C", "H", "H", "H", "H", "H", "H", "H", "H", "H", "H", "H", "H", "H", "H", "H", "H", "H", "H", "H", "H", "H", "H", "H", "H", "H", "H", "H", "H", "H", "H", "H", "H", "H", "H", "H", "H", "H", "H", "H", "H", "H", "H", "H", "H"], "xyz": [[-32.59, 8.98, -6.85], [-34.38, 8.60, -4.28], [-32.84, 7.44, -12.06], [-35.09, 8.36, -7.76], [-31.40, 8.27, -9.99], [-33.72, 2.28, -10.96], [-30.55, 12.11, -9.69], [-32.58, 4.89, -5.63], [-30.05, 9.55, -8.61], [-29.37, 7.58, -9.01], [-32.69, 11.20, -10.14], [-35.30, 2.20, -9.28], [-33.60, 8.47, -12.57], [-35.44, 9.52, -4.55], [-31.26, 11.55, -10.58], [-31.30, 12.44, -11.79], [-34.92, 8.33, -9.16], [-33.11, 5.58, -6.54], [-32.47, 10.03, -6.05], [-30.27, 8.44, -9.24], [-34.46, 5.00, -6.94], [-32.14, 5.87, -7.66], [-34.75, 2.93, -10.51], [-34.30, 4.34, -10.28], [-35.14, 4.88, -9.81], [-29.46, 6.70, -9.57], [-29.32, 9.67, -7.89], [-30.60, 10.36, -8.89], [-31.08, 12.94, -9.49], [-34.58, 1.86, -8.52], [-35.01, 9.36, -9.53], [-31.89, 4.98, -8.22], [-33.26, 12.11, -9.93], [-31.99, 13.31, -11.61], [-31.66, 11.94, -12.69], [-34.35, 8.71, -7.33], [-32.34, 7.74, -11.31], [-33.09, 2.44, -10.31], [-34.35, 8.82, -11.89], [-34.37, 7.89, -4.92], [-33.30, 6.56, -6.08], [-31.95, 9.82, -5.10], [-33.94, 8.00, -9.52], [-35.46, 3.02, -11.29], [-35.43, 9.93, -5.58], [-32.88, 5.02, -4.73], [-32.53, 6.55, -8.37], [-30.82, 10.61, -10.88], [-28.61, 7.65, -8.30], [-35.19, 4.88, -6.14], [-35.41, 10.43, -3.96], [-33.48, 4.34, -9.61], [-33.97, 4.80, -11.19], [-34.04, 8.18, -13.51], [-35.98, 2.83, -8.74], [-30.29, 12.66, -12.01], [-32.68, 10.61, -9.22], [-31.22, 6.30, -7.23], [-33.49, 10.46, -5.96], [-32.97, 9.38, -12.65], [-31.71, 8.74, -7.07], [-36.32, 9.00, -4.33], [-31.77, 10.63, -6.58], [-33.21, 10.70, -10.92], [-34.86, 5.68, -7.64], [-35.80, 1.24, -9.59], [-35.73, 7.65, -9.53], [-34.17, 4.04, -7.36]], "nbo_charge": [-0.73, -0.74, -0.75, -0.76, -0.79, -0.68, -0.69, -0.72, -0.84, -0.80, -0.63, -0.64, -0.23, -0.25, 0.07, -0.63, -0.26, 0.14, -0.23, 0.77, -0.64, -0.63, 0.09, -0.62, 0.20, 0.43, 0.39, 0.44, 0.47, 0.20, 0.16, 0.20, 0.19, 0.19, 0.22, 0.48, 0.51, 0.45, 0.14, 0.47, 0.11, 0.16, 0.19, 0.16, 0.16, 0.48, 0.24, 0.18, 0.41, 0.20, 0.18, 0.18, 0.23, 0.18, 0.21, 0.22, 0.21, 0.19, 0.18, 0.14, 0.48, 0.18, 0.14, 0.22, 0.22, 0.21, 0.18, 0.20]}